Entry from OMol25: a molecular structure, C25H47N3O12PS in a non-equilibrium geometry (ωB97M-V with the def2-TZVPD basis set).

Output
orbital gap	6.888	eV
energy	-75848.066	eV
HOMO level	-4.834	eV

The geometry in ORCA input format:
```
! RIJCOSX wB97M-V def2-TZVPD def2/J DEFGRID3
* xyz -1 1
N 5.18 -0.08 0.77
C 5.11 -0.74 -0.54
C 3.91 -0.74 -1.20
C 3.85 -1.38 -2.52
P 2.21 -1.34 -3.33
O 1.64 0.05 -3.34
C 4.93 -1.97 -3.12
C 4.81 -2.59 -4.53
O 5.08 -1.83 -5.49
O 4.43 -3.77 -4.65
C 6.20 -2.01 -2.41
N 7.35 -2.57 -2.80
S 8.37 -2.30 -1.56
N 7.47 -1.45 -0.50
C 6.27 -1.38 -1.10
H 4.55 0.72 0.74
H 4.70 -0.73 1.40
H 3.01 -0.28 -0.78
H 2.28 -1.89 -4.63
H 1.38 -2.13 -2.48
C -2.43 -2.29 2.26
O -1.78 -3.42 1.74
C -1.32 -3.22 0.41
C -0.09 -4.05 0.12
O 1.10 -3.53 0.70
C 1.24 -3.65 2.11
C 1.51 -5.06 2.59
O 0.33 -5.84 2.56
C 0.59 -7.21 2.33
H -3.37 -2.10 1.73
H -2.66 -2.48 3.31
H -1.79 -1.40 2.21
H -1.09 -2.16 0.24
H -2.13 -3.52 -0.27
H 0.09 -4.02 -0.96
H -0.23 -5.10 0.38
H 0.39 -3.20 2.63
H 2.12 -3.05 2.36
H 1.86 -5.04 3.63
H 2.29 -5.51 1.96
H 1.16 -7.36 1.41
H -0.37 -7.72 2.22
H 1.12 -7.65 3.18
C 1.23 2.41 -1.68
O 1.47 2.93 -0.38
C 2.56 3.84 -0.35
C 2.35 4.87 0.75
O 1.38 5.85 0.43
C 0.03 5.40 0.43
C -0.53 5.13 1.81
O -0.03 3.90 2.33
C 0.05 3.90 3.74
H 2.06 1.78 -2.00
H 0.33 1.80 -1.65
H 1.08 3.22 -2.40
H 2.65 4.36 -1.31
H 3.48 3.27 -0.16
H 3.29 5.41 0.87
H 2.14 4.39 1.71
H -0.10 4.55 -0.23
H -0.55 6.22 0.00
H -1.62 5.04 1.75
H -0.28 5.96 2.48
H 0.66 4.74 4.09
H 0.54 2.98 4.05
H -0.95 3.95 4.19
C -2.66 3.57 -0.59
O -3.50 2.56 -1.11
C -2.84 1.30 -1.19
C -3.83 0.16 -1.05
O -4.28 -0.05 0.28
C -5.18 0.91 0.82
C -6.58 0.85 0.23
O -6.60 1.44 -1.07
C -7.58 0.87 -1.90
H -1.83 3.78 -1.27
H -3.26 4.47 -0.46
H -2.28 3.28 0.40
H -2.08 1.22 -0.40
H -2.34 1.24 -2.16
H -3.31 -0.76 -1.33
H -4.66 0.27 -1.75
H -4.76 1.91 0.77
H -5.26 0.66 1.88
H -7.26 1.43 0.86
H -6.91 -0.19 0.19
H -7.45 -0.22 -1.97
H -7.47 1.29 -2.90
H -8.59 1.10 -1.53
*
```